{"formula": "C2H3N4", "method": "wB97M-V/def2-TZVPD", "species": ["C", "C", "N", "N", "N", "N", "H", "H", "H"], "coordinates": [[-1.984, -1.548, 0.158], [1.480, 0.135, 0.086], [-1.937, 0.697, -0.308], [-0.766, 0.738, -0.226], [-2.461, -0.477, 0.026], [0.164, 0.038, -0.255], [1.500, 0.451, 1.114], [2.012, -0.854, -0.123], [1.992, 0.821, -0.472]], "atomic_forces_ev_per_a": [[-0.3218, -2.4699, 0.5258], [1.3483, -3.3219, 3.1561], [-3.5323, 1.7836, -1.3663], [0.6128, -0.6882, 1.5500], [0.0911, 1.2453, 0.4882], [0.9106, 0.1740, -3.5017], [0.7722, -0.0522, 0.7069], [-0.8888, 1.1908, 0.4609], [1.0080, 2.1385, -2.0200]], "nbo_charge": [0.4680, -0.4916, 0.1123, 0.3255, -0.4068, 0.1276, 0.2540, 0.3041, 0.3069], "energy_ev": -8066.74477, "homo_ev": -16.79, "multiplicity": 1, "max_force_ev_per_a": 4.8, "relative_energy_kcal_mol": 111.7, "homo_lumo_gap_ev": 7.76, "lumo_energy_ev": -9.0, "charge": 1}

---

{"formula": "C19H30F4IN3O2", "method": "wB97M-V/def2-TZVPD", "species": ["C", "C", "C", "C", "C", "C", "C", "O", "I", "C", "F", "F", "C", "F", "F", "C", "C", "C", "C", "N", "O", "H", "H", "H", "H", "H", "H", "H", "H", "H", "H", "H", "H", "H", "H", "H", "H", "H", "H", "H", "C", "C", "N", "C", "C", "N", "C", "C", "H", "H", "H", "H", "H", "H", "H", "H", "H", "H", "H"], "coordinates": [[-1.631, -1.645, 1.635], [-1.694, -0.283, 0.865], [-1.393, 0.797, 1.940], [-3.169, -0.140, 0.378], [-3.414, 0.629, -0.959], [-4.335, 1.890, -0.790], [-3.860, 2.886, 0.258], [-4.104, 2.781, 1.370], [-2.712, 4.664, -0.289], [-4.236, -0.314, -1.877], [-5.368, -0.679, -1.235], [-4.642, 0.336, -2.985], [-3.484, -1.618, -2.275], [-2.886, -1.508, -3.465], [-4.424, -2.585, -2.438], [-2.146, 1.050, -1.792], [-0.735, 0.711, -1.213], [-0.024, 2.019, -0.756], [0.126, 0.231, -2.426], [-0.687, -0.367, -0.209], [-0.540, -1.547, -0.699], [-0.602, -1.958, 1.834], [-2.131, -2.426, 1.053], [-2.206, -1.526, 2.560], [-0.304, 0.847, 2.096], [-1.733, 1.798, 1.659], [-1.849, 0.526, 2.895], [-3.600, -1.146, 0.343], [-3.721, 0.382, 1.169], [-5.374, 1.601, -0.597], [-4.347, 2.411, -1.755], [-2.809, -1.997, -1.500], [-2.187, 2.137, -1.918], [-2.205, 0.644, -2.807], [-0.511, 2.505, 0.091], [1.048, 1.840, -0.613], [-0.136, 2.711, -1.599], [-0.428, -0.512, -3.008], [1.092, -0.166, -2.099], [0.294, 1.086, -3.094], [4.603, -2.884, -0.893], [5.235, -1.549, -0.547], [4.656, -0.938, 0.660], [3.318, -0.833, 0.966], [3.233, -0.170, 2.146], [4.520, 0.138, 2.525], [5.363, -0.336, 1.612], [4.917, 0.879, 3.724], [3.553, -2.771, -1.165], [5.118, -3.330, -1.742], [4.660, -3.575, -0.051], [5.120, -0.841, -1.368], [6.302, -1.683, -0.370], [2.577, -1.247, 0.304], [2.405, 0.130, 2.762], [6.436, -0.239, 1.635], [5.426, 1.793, 3.426], [5.585, 0.263, 4.322], [4.037, 1.130, 4.308]], "atomic_forces_ev_per_a": [[-0.4819, 0.3263, -0.4102], [-0.4598, -0.9887, 2.1493], [0.7674, 0.2400, -0.7022], [0.3064, 0.4476, -0.2495], [-0.1396, 0.0889, -0.5193], [0.4718, 0.4074, -1.1895], [0.1973, -0.2572, -3.1250], [-0.7973, -0.3869, 4.0351], [-0.0347, -0.0490, -0.4015], [0.4860, 0.1250, 0.5023], [-0.2308, -0.1548, 0.3222], [0.1223, 0.1090, -0.4685], [-1.1011, -0.7974, 0.3063], [0.6705, 0.4741, -0.2390], [-0.1878, -0.1899, 0.0581], [-0.0817, -0.0831, 0.8468], [1.6103, 0.7983, -1.6383], [-0.6107, -0.3755, -0.1926], [-0.5362, 0.2076, 0.0189], [-1.4373, 0.2263, -0.5358], [0.3012, 0.0733, 0.2030], [-0.1978, 0.1232, 0.1133], [0.3495, 0.0158, 0.1016], [0.2660, -0.1037, -0.0908], [-0.2335, 0.0418, 0.0319], [0.0564, -0.1772, 0.0983], [-0.0951, 0.0628, -0.2793], [-0.0213, 0.2734, -0.2206], [0.1361, -0.1971, -0.1069], [0.3007, 0.0822, 0.4940], [-0.0094, -0.1811, 0.1755], [0.3087, 0.3909, -0.2533], [0.0754, -0.2270, 0.0103], [-0.1075, -0.0167, 0.2986], [0.3677, -0.1357, 0.0564], [-0.2461, 0.0672, 0.2931], [0.1737, -0.0505, 0.2363], [0.3652, -0.1038, 0.1991], [-0.1978, 0.0260, -0.1019], [0.0045, -0.1217, 0.2178], [-0.2744, 0.0020, 0.2123], [0.1158, -0.1592, -0.4090], [0.2292, 0.1133, 0.0923], [0.0606, -0.1997, -0.2040], [0.1579, 0.1752, 0.0588], [0.0529, 0.0134, 0.0603], [-0.2884, -0.0593, -0.0118], [0.2038, 0.0087, 0.0195], [0.0330, -0.0260, -0.0480], [0.0258, 0.0688, 0.0161], [0.0561, -0.0067, -0.0368], [-0.0075, 0.0107, 0.0448], [-0.0406, 0.1299, 0.1249], [-0.1805, 0.0495, 0.1682], [-0.1235, -0.0820, -0.1366], [-0.0320, -0.0324, 0.0044], [-0.0423, 0.0058, 0.0519], [-0.0457, 0.0350, 0.0327], [-0.0298, -0.0572, -0.0845]], "nbo_charge": [-0.5966, 0.1074, -0.6168, -0.4518, -0.0475, -0.5468, 0.5295, -0.4942, -0.0100, 0.6418, -0.3252, -0.3229, 0.4991, -0.3178, -0.3273, -0.4581, 0.1051, -0.6201, -0.5996, 0.0060, -0.3914, 0.2148, 0.2198, 0.2121, 0.1979, 0.2177, 0.2306, 0.2341, 0.2492, 0.2707, 0.2483, 0.1603, 0.2382, 0.2495, 0.2219, 0.2040, 0.2245, 0.2308, 0.2030, 0.2127, -0.6252, -0.2112, -0.2732, -0.0476, -0.0311, -0.2804, 0.2495, -0.4122, 0.2225, 0.2501, 0.2261, 0.2264, 0.2234, 0.2679, 0.2542, 0.2468, 0.2351, 0.2355, 0.2406], "energy_ev": -47717.52949, "homo_ev": [-11.17, -11.64], "multiplicity": 2, "max_force_ev_per_a": 4.1, "homo_lumo_gap_ev": [8.27, 8.74], "lumo_energy_ev": [-2.9, -2.9], "charge": 1}